# 1
{"formula": "C36H37BClIKN13O2S", "method": "ωB97M-V/def2-TZVPD", "e_lumo_ev": [1.9, 0.2], "gap_ev": [7.78, 5.97], "charge": -1, "spin_multiplicity": 2, "symbols": ["K", "C", "C", "C", "C", "N", "N", "B", "N", "C", "C", "C", "C", "N", "N", "C", "C", "C", "C", "N", "N", "C", "C", "C", "C", "N", "H", "H", "H", "H", "H", "H", "H", "H", "H", "H", "H", "H", "H", "H", "H", "H", "H", "H", "H", "H", "N", "C", "S", "N", "N", "C", "C", "C", "C", "C", "C", "C", "C", "C", "C", "C", "C", "N", "H", "H", "H", "H", "H", "H", "H", "H", "H", "H", "H", "I", "C", "C", "C", "C", "C", "N", "H", "H", "H", "H", "Cl", "C", "C", "O", "O", "H", "H"], "positions_angstrom": [[0.23, 1.17, 1.12], [-3.50, 0.33, -0.57], [-2.51, 0.86, -1.55], [-2.47, 0.68, -2.94], [-1.40, 1.43, -3.36], [-0.86, 2.01, -2.27], [-1.53, 1.66, -1.18], [0.36, 2.93, -2.13], [0.15, 3.74, -0.86], [-0.87, 4.61, -0.69], [-0.93, 4.94, 0.64], [0.11, 4.20, 1.23], [0.50, 4.15, 2.67], [0.74, 3.49, 0.31], [1.64, 2.08, -2.08], [2.57, 1.95, -3.03], [3.51, 1.04, -2.59], [3.05, 0.66, -1.33], [3.65, -0.29, -0.36], [1.92, 1.29, -1.04], [0.53, 3.92, -3.29], [1.16, 5.10, -3.19], [1.33, 5.61, -4.45], [0.77, 4.64, -5.30], [0.70, 4.65, -6.79], [0.29, 3.63, -4.58], [-4.48, 0.78, -0.74], [-3.17, 0.58, 0.44], [-3.60, -0.75, -0.65], [-3.14, 0.09, -3.55], [-0.99, 1.62, -4.33], [-1.47, 4.94, -1.52], [-1.61, 5.62, 1.12], [0.91, 5.10, 2.99], [1.24, 3.37, 2.83], [-0.37, 3.92, 3.28], [2.51, 2.48, -3.96], [4.39, 0.70, -3.10], [4.43, -0.89, -0.83], [2.88, -0.94, 0.03], [4.09, 0.26, 0.47], [1.45, 5.50, -2.23], [1.79, 6.53, -4.74], [0.92, 5.65, -7.16], [-0.29, 4.35, -7.12], [1.42, 3.96, -7.21], [-3.41, -1.11, 4.68], [-2.79, -0.74, 3.52], [-2.72, 0.88, 3.12], [-2.40, -1.75, 2.77], [-1.74, -1.79, 1.69], [-1.78, -2.75, 0.84], [-2.77, -3.85, 0.97], [-2.96, -4.48, 2.19], [-3.92, -5.46, 2.32], [-4.70, -5.82, 1.23], [-4.53, -5.17, 0.02], [-3.57, -4.19, -0.12], [-0.91, -2.72, -0.33], [-0.66, -3.88, -1.06], [0.10, -3.80, -2.21], [0.59, -2.56, -2.59], [0.33, -1.47, -1.77], [-0.38, -1.54, -0.67], [-3.50, -0.38, 5.37], [-3.19, -2.03, 5.03], [-2.35, -4.20, 3.04], [-4.07, -5.95, 3.27], [-5.45, -6.60, 1.33], [-5.16, -5.43, -0.82], [-3.46, -3.66, -1.06], [-1.05, -4.83, -0.73], [0.30, -4.69, -2.79], [1.16, -2.44, -3.50], [0.71, -0.49, -2.02], [1.69, -5.34, 1.38], [2.91, -3.73, 2.03], [4.25, -3.94, 2.24], [4.98, -2.85, 2.70], [4.34, -1.64, 2.91], [2.98, -1.56, 2.62], [2.29, -2.60, 2.19], [4.71, -4.90, 2.07], [6.04, -2.96, 2.89], [4.87, -0.79, 3.30], [2.42, -0.64, 2.73], [-0.04, -1.66, 4.82], [0.88, -0.32, 5.46], [1.19, 0.79, 4.38], [1.91, 1.69, 4.80], [0.72, 0.61, 3.25], [1.82, -0.72, 5.85], [0.31, 0.13, 6.27]]}

***

# 2
{"formula": "C36H37BrGeN4O2RbS", "method": "ωB97M-V/def2-TZVPD", "e_lumo_ev": [0.0, -1.2], "gap_ev": [7.40, 6.24], "de_lowest_kj_mol": 119.8, "spin_multiplicity": 2, "symbols": ["Rb", "O", "C", "C", "C", "C", "C", "C", "C", "O", "N", "N", "C", "C", "Br", "C", "C", "C", "C", "C", "C", "C", "H", "H", "H", "H", "H", "H", "H", "H", "H", "H", "H", "H", "H", "H", "C", "Ge", "C", "C", "C", "C", "C", "C", "C", "C", "C", "C", "C", "C", "C", "C", "C", "C", "H", "H", "H", "H", "H", "H", "H", "H", "H", "H", "H", "H", "H", "H", "H", "C", "N", "C", "S", "N", "C", "H", "H", "H", "H", "H", "H", "H", "H"], "positions_angstrom": [[-0.45, -0.19, -0.69], [1.90, -3.81, 3.19], [2.95, -3.60, 2.34], [4.19, -4.18, 2.55], [5.24, -3.95, 1.68], [5.06, -3.11, 0.59], [3.82, -2.53, 0.37], [2.76, -2.77, 1.23], [1.38, -2.25, 0.85], [1.30, -1.61, -0.27], [0.92, -1.41, 2.05], [-0.29, -0.95, 2.07], [-0.87, -0.62, 3.17], [-2.16, -0.01, 3.18], [-2.85, 0.40, 1.43], [-2.93, 0.36, 4.23], [-2.78, 0.06, 5.64], [-3.48, 0.84, 6.57], [-3.43, 0.56, 7.92], [-2.68, -0.52, 8.38], [-2.00, -1.31, 7.48], [-2.06, -1.04, 6.12], [2.13, -4.51, 3.81], [4.32, -4.85, 3.40], [6.19, -4.42, 1.85], [5.87, -2.92, -0.09], [3.62, -1.90, -0.48], [0.70, -3.15, 0.90], [1.34, -1.68, 2.94], [-0.37, -0.73, 4.14], [-3.82, 0.93, 3.99], [-4.06, 1.68, 6.23], [-3.98, 1.17, 8.62], [-2.65, -0.75, 9.43], [-1.43, -2.16, 7.82], [-1.57, -1.71, 5.44], [-3.64, 0.59, -3.48], [-1.61, 0.69, -3.46], [-1.11, 2.51, -4.13], [-2.08, 3.48, -4.33], [-1.72, 4.76, -4.74], [-0.39, 5.08, -4.92], [0.58, 4.12, -4.71], [0.22, 2.85, -4.31], [-0.95, -0.60, -4.87], [-1.83, -1.03, -5.83], [-1.44, -1.94, -6.83], [-0.17, -2.42, -6.85], [0.77, -2.02, -5.88], [2.09, -2.52, -5.87], [2.99, -2.13, -4.92], [2.60, -1.22, -3.93], [1.33, -0.72, -3.91], [0.37, -1.10, -4.88], [-4.07, 0.87, -4.44], [-4.03, 1.27, -2.72], [-3.95, -0.42, -3.23], [-3.12, 3.24, -4.18], [-2.49, 5.50, -4.91], [-0.11, 6.08, -5.22], [1.63, 4.37, -4.85], [0.99, 2.10, -4.14], [-2.85, -0.67, -5.83], [-2.16, -2.25, -7.58], [0.14, -3.13, -7.61], [2.38, -3.22, -6.64], [3.99, -2.52, -4.92], [3.31, -0.91, -3.17], [1.04, -0.01, -3.14], [-1.48, 3.90, 1.56], [-0.45, 3.16, 2.24], [0.54, 2.55, 1.55], [0.70, 2.74, -0.09], [1.46, 1.84, 2.24], [1.57, 1.81, 3.68], [-2.07, 4.44, 2.29], [-2.12, 3.25, 0.96], [-1.00, 4.60, 0.88], [-0.65, 2.84, 3.18], [2.17, 1.40, 1.68], [1.59, 2.82, 4.09], [2.50, 1.30, 3.95], [0.73, 1.26, 4.14]]}